{
  "formula": "C21H21BrF6N3O2Rh",
  "method": "the ωB97M-V functional and the def2-TZVPD basis",
  "symbols": ["Rh", "C", "C", "C", "C", "C", "Br", "N", "C", "H", "H", "H", "H", "H", "H", "C", "N", "N", "C", "O", "C", "C", "C", "C", "C", "C", "C", "C", "C", "H", "H", "H", "H", "H", "H", "H", "H", "H", "H", "H", "H", "C", "C", "O", "C", "F", "F", "F", "C", "F", "F", "F", "H", "H", "H"],
  "coordinates": [[-1.4650, 1.3819, -0.3609], [-3.8580, -2.6540, 2.4949], [-3.9579, -1.4388, 1.6210], [-5.1736, -0.9774, 1.1206], [-5.2547, 0.1472, 0.2990], [-4.0746, 0.7732, 0.0236], [-3.7969, 2.2637, -1.1440], [-2.9022, 0.3630, 0.5058], [-2.8145, -0.7300, 1.2735], [-4.8375, -3.0943, 2.6644], [-3.4282, -2.3970, 3.4632], [-3.2200, -3.4081, 2.0337], [-6.0835, -1.5109, 1.3662], [-6.1923, 0.5003, -0.1055], [-1.8204, -0.9995, 1.6064], [4.5707, 1.3292, 1.3268], [3.1665, 1.7160, 1.2163], [2.1625, 0.7951, 1.1168], [0.9989, 1.4619, 0.9566], [-0.1282, 0.7822, 0.8880], [1.2735, 2.8248, 0.9501], [2.6491, 2.9443, 1.1127], [3.4885, 4.1694, 1.1892], [2.3679, -0.6268, 1.1966], [2.8557, -1.1758, 2.3734], [3.0538, -2.5469, 2.4350], [2.7452, -3.3435, 1.3406], [2.2419, -2.7779, 0.1774], [2.0556, -1.4052, 0.0955], [4.7242, 0.3926, 0.7993], [4.8610, 1.2207, 2.3697], [5.1679, 2.1041, 0.8558], [0.5719, 3.6383, 0.8768], [2.8592, 5.0514, 1.1077], [4.2175, 4.1969, 0.3782], [4.0280, 4.2166, 2.1354], [3.0629, -0.5461, 3.2286], [3.4425, -2.9927, 3.3401], [2.9025, -4.4123, 1.3948], [2.0098, -3.4023, -0.6747], [1.6947, -0.9430, -0.8110], [-1.9891, 0.7590, -4.1703], [-1.0042, 0.2053, -3.1525], [-0.7928, 1.0811, -2.0667], [0.3984, 0.0641, -3.8025], [1.3166, -0.3441, -2.9168], [0.3673, -0.8028, -4.8065], [0.7817, 1.2539, -4.2649], [-1.5015, -1.1471, -2.5967], [-1.7334, -2.0239, -3.5555], [-0.6533, -1.6793, -1.7102], [-2.6719, -0.9467, -1.9352], [-1.6914, 1.7716, -4.4336], [-2.9947, 0.7699, -3.7546], [-1.9963, 0.1486, -5.0715]],
  "forces_ev_per_angstrom": [[0.2373, 0.5760, 0.3225], [-0.0037, 0.0054, 0.0013], [0.0127, 0.0104, 0.0193], [-0.0311, 0.0111, -0.0164], [-0.0619, -0.0250, 0.0567], [0.0718, 0.1463, -0.0893], [-0.0940, -0.2394, 0.0190], [0.0546, -0.2748, -0.2778], [-0.0047, 0.1590, 0.0682], [0.0000, 0.0004, -0.0034], [0.0028, -0.0035, -0.0004], [0.0046, 0.0022, 0.0020], [-0.0016, 0.0058, -0.0019], [0.0010, -0.0013, 0.0026], [0.0067, -0.0355, -0.0302], [-0.0306, -0.0007, 0.0158], [-0.0245, -0.1324, -0.1018], [0.0211, -0.0242, -0.0540], [0.2383, -0.0899, 0.0358], [-0.1623, -0.1818, 0.0193], [-0.0609, 0.0543, -0.0280], [0.0011, 0.0618, -0.0044], [-0.0122, 0.0024, -0.0157], [0.0120, 0.0660, 0.0927], [-0.0672, -0.0439, 0.0084], [0.0031, 0.0564, 0.0360], [-0.0006, -0.0313, -0.0141], [-0.0101, 0.0396, -0.0136], [0.0864, -0.0266, -0.0279], [0.0015, -0.0117, -0.0060], [-0.0005, -0.0111, 0.0042], [-0.0071, 0.0118, 0.0144], [-0.0075, -0.0082, 0.0138], [-0.0021, -0.0013, 0.0070], [-0.0019, -0.0020, -0.0020], [0.0043, -0.0069, -0.0017], [0.0227, 0.0111, 0.0195], [-0.0018, 0.0042, 0.0018], [-0.0005, 0.0018, -0.0018], [-0.0007, 0.0069, -0.0043], [-0.0228, -0.0070, 0.0147], [-0.0150, 0.0026, 0.0574], [-0.0362, -0.0424, 0.1723], [-0.1651, 0.0226, -0.1133], [-0.0341, 0.0175, 0.0090], [0.0221, 0.0141, -0.0576], [0.0235, 0.0076, -0.0080], [0.0182, -0.0301, -0.0065], [-0.0245, -0.0404, -0.0280], [0.0423, -0.0118, -0.0140], [-0.0525, 0.0158, 0.0211], [0.0444, -0.0198, -0.1056], [-0.0067, -0.0042, -0.0048], [0.0007, 0.0128, -0.0057], [0.0110, -0.0190, 0.0037]],
  "e_tot_ha": -4410.75024,
  "e_above_lowest_kcal_mol": 10.1,
  "charge": 2
}